[1]
The following is a quantum chemistry calculation of a cluster of 7 separate species, H14O7 in total, from OMol25.

Computed properties:
Orbital gap = 10.32 eV
Spin multiplicity = 1
ΔE to the lowest compared entry with this formula, charge and spin = 102.1 kcal/mol
SMILES = O.O.O.O.O.O.O
Net charge = 0

Each line ends with the Mulliken charge.
CARTESIAN COORDINATES (ANGSTROEM)
O -1.26 -47.80 -12.70  -0.752
H -0.78 -47.94 -13.52  0.332
H -1.73 -48.71 -12.80  0.328
O -2.97 -45.63 -13.19  -0.613
H -2.50 -45.05 -13.77  0.303
H -2.27 -46.31 -13.05  0.400
O -0.31 -50.76 -13.62  -0.613
H 0.50 -50.52 -13.46  0.277
H -0.67 -51.25 -12.73  0.338
O -0.91 -47.07 -10.08  -0.529
H -0.33 -47.71 -9.80  0.274
H -0.71 -47.18 -10.89  0.272
O -0.33 -47.59 -16.01  -0.662
H -0.79 -48.53 -16.29  0.348
H -0.70 -47.04 -16.61  0.284
O 1.93 -47.35 -14.21  -0.558
H 2.15 -48.14 -13.97  0.257
H 1.35 -47.52 -14.92  0.322
O -3.49 -50.15 -11.03  -0.627
H -3.45 -49.42 -10.33  0.358
H -2.53 -50.29 -10.82  0.260



[2]
The following is a quantum chemistry calculation of a cluster of 7 separate species, H14O7 in total, from OMol25.

Computed properties:
Orbital gap = 10.00 eV
Spin multiplicity = 1
ΔE to the lowest compared entry with this formula, charge and spin = 31.4 kcal/mol
SMILES = O.O.O.O.O.O.O
Net charge = 0

Each line ends with the Mulliken charge.
CARTESIAN COORDINATES (ANGSTROEM)
O -6.04 -2.91 20.42  -0.692
H -5.27 -3.39 20.07  0.271
H -5.89 -1.99 20.19  0.355
O -9.85 -0.71 22.04  -0.648
H -9.50 -1.21 21.29  0.420
H -9.07 -0.29 22.43  0.293
O -7.77 0.37 17.73  -0.624
H -7.55 1.16 17.23  0.314
H -7.33 -0.36 17.28  0.354
O -8.73 -2.08 19.80  -0.724
H -8.67 -1.65 18.94  0.261
H -7.88 -2.54 19.91  0.421
O -6.45 -1.85 23.16  -0.624
H -5.56 -1.51 23.31  0.293
H -6.34 -2.54 22.49  0.348
O -6.77 -2.20 17.22  -0.642
H -5.99 -2.37 16.68  0.277
H -7.42 -2.86 16.93  0.315
O -9.82 -4.69 20.30  -0.643
H -10.44 -4.95 20.99  0.313
H -9.88 -3.72 20.27  0.361



[3]
The following is a quantum chemistry calculation of a cluster of 7 separate species, H14O7 in total, from OMol25.

Computed properties:
Orbital gap = 11.06 eV
Spin multiplicity = 1
ΔE to the lowest compared entry with this formula, charge and spin = 57.7 kcal/mol
SMILES = O.O.O.O.O.O.O
Net charge = 0

Each line ends with the Mulliken charge.
CARTESIAN COORDINATES (ANGSTROEM)
H 0.22 -1.46 -1.57  0.309
H 0.25 -1.74 -0.06  0.306
H 1.66 -1.22 3.65  0.303
H 2.02 0.28 3.50  0.315
H -2.54 -0.09 -0.72  0.361
H -3.56 0.00 0.39  0.311
H 1.47 1.67 1.91  0.308
H 0.83 2.62 0.91  0.304
H 4.83 1.66 -1.09  0.321
H 3.78 0.87 -1.76  0.297
H -3.02 -2.61 -1.76  0.322
H -3.30 -3.25 -3.03  0.290
H -0.41 1.02 -0.13  0.298
H -1.73 1.22 0.37  0.388
O -0.33 -1.45 -0.80  -0.609
O 1.69 -0.49 3.02  -0.627
O -2.74 -0.45 0.20  -0.708
O 1.28 2.61 1.70  -0.589
O 4.32 1.62 -1.90  -0.619
O -3.58 -2.50 -2.59  -0.615
O -1.16 1.71 -0.22  -0.666